Formula: H35O18
Source: OMol25
Level of theory: ωB97M-V/def2-TZVPD

Output
Lowest unoccupied orbital energy (alpha / beta) ... -0.50 / -5.54 eV
E_tot ... -1375.1426 a.u.
Multiplicity ... 2
Kohn-Sham gap (alpha / beta) ... 9.913 / 4.877 eV
ΔE to the lowest compared entry with this formula, charge and spin ... 0.0 kJ/mol
Max |F| ... 0.037 Eh/bohr

Geometry (Å):
O: 4.198 0.206 3.331
H: 0.987 0.346 -3.309
H: 3.545 -2.915 -1.912
O: -2.579 2.827 -2.902
H: 0.170 0.318 -0.850
O: 0.921 -0.360 4.083
H: 2.264 -2.603 0.668
H: 0.042 -0.063 4.351
O: -1.199 -4.716 -0.213
H: -2.241 -0.540 -2.971
H: -1.971 -5.088 0.227
O: -1.276 2.069 4.969
H: -1.150 3.030 4.936
H: 3.296 -0.019 3.596
O: -4.165 0.240 -1.740
H: 2.264 0.632 -4.189
H: -3.150 0.379 -1.824
O: 1.912 0.597 -3.298
H: 0.462 3.539 -0.201
H: 1.460 0.427 4.014
O: 1.673 3.005 2.807
H: -0.821 2.063 1.393
H: -0.671 2.765 -1.056
O: -0.964 -1.680 2.022
H: -1.037 -1.190 1.198
H: 1.587 2.109 3.139
O: -2.699 -2.166 -1.337
H: -1.968 -1.571 -1.086
H: -0.930 -2.159 -4.058
O: -0.053 2.739 -0.319
H: -0.774 -2.231 -5.526
H: 2.426 3.015 2.206
O: 1.303 -2.636 0.683
H: 0.894 -3.462 0.413
H: -1.508 -3.864 -0.542
O: -0.519 -1.668 -4.784
H: -2.239 1.925 -3.032
H: -4.817 0.175 -2.443
O: 3.230 -2.374 -1.181
H: -1.712 2.026 4.097
H: 4.365 1.007 3.846
O: -1.954 0.289 -2.526
H: -3.538 2.808 -2.927
H: -3.367 -1.459 -1.145
O: 4.035 2.574 0.719
H: 2.274 -2.283 -1.271
H: 4.193 1.856 1.363
O: -0.019 -0.530 -1.294
H: -0.021 -1.908 2.033
H: -0.819 -0.224 -1.832
O: -1.353 1.687 2.117
H: -1.906 1.109 1.577
H: 3.919 1.950 -0.019

***

Formula: C3H8NOP
Source: OMol25
Level of theory: ωB97M-V/def2-TZVPD

Output
Lowest unoccupied orbital energy (alpha / beta) ... -0.38 / -0.63 eV
E_tot ... -590.2252 a.u.
Kohn-Sham gap (alpha / beta) ... 10.022 / 7.893 eV
ΔE to the lowest compared entry with this formula, charge and spin ... 598.9 kJ/mol
Max |F| ... 0.138 Eh/bohr

Geometry (Å):
C: 0.191 -0.277 0.726
C: -0.035 0.436 -1.512
C: 0.471 0.893 -0.209
N: -1.507 -0.145 1.509
O: -0.249 2.205 0.222
P: 0.918 -1.760 1.287
H: -1.082 0.502 -1.592
H: 0.281 -0.630 -1.634
H: 0.312 1.095 -2.361
H: 1.485 1.263 -0.127
H: -1.623 -0.973 2.164
H: -1.059 1.722 0.629
H: 0.072 -2.548 0.549
H: 1.824 -1.783 0.351

***

Formula: C9H23Cl4N5O10
Source: OMol25
Level of theory: ωB97M-V/def2-TZVPD

Output
Lowest unoccupied orbital energy ... -0.46 eV
E_tot ... -3223.2041 a.u.
Kohn-Sham gap ... 10.019 eV
ΔE to the lowest compared entry with this formula, charge and spin ... 0.6 kJ/mol
Max |F| ... 0.022 Eh/bohr
SMILES ... C[N+](=O)[O-].C[N+](=O)[O-].C[N+](=O)[O-].C[N+](=O)[O-].C[N+](=O)[O-].ClCCCl.ClCCCl

Geometry (Å):
C: 9.846 -4.114 5.246
N: 9.365 -4.208 3.856
O: 8.349 -4.840 3.644
O: 10.041 -3.682 3.001
H: 10.594 -4.894 5.389
H: 9.025 -4.252 5.940
H: 10.332 -3.156 5.402
C: 7.823 -8.971 -2.486
N: 6.601 -9.766 -2.220
O: 5.713 -9.764 -3.046
O: 6.570 -10.341 -1.152
H: 7.964 -8.821 -3.548
H: 8.645 -9.549 -2.078
H: 7.711 -8.044 -1.931
C: 12.724 -6.641 1.871
N: 13.334 -6.087 3.106
O: 12.583 -5.737 4.000
O: 14.548 -6.028 3.147
H: 11.649 -6.578 1.970
H: 13.002 -7.692 1.813
H: 13.119 -6.094 1.027
C: 10.909 -3.650 -1.733
N: 10.978 -3.468 -0.272
O: 10.558 -2.431 0.191
O: 11.403 -4.402 0.379
H: 10.795 -2.694 -2.235
H: 10.053 -4.274 -1.973
H: 11.832 -4.094 -2.094
C: 8.770 -8.854 5.422
N: 8.827 -8.325 4.035
O: 9.549 -7.376 3.820
O: 8.162 -8.899 3.197
H: 8.979 -8.053 6.118
H: 9.537 -9.621 5.498
H: 7.796 -9.311 5.550
Cl: 5.494 -4.804 2.271
C: 5.449 -6.374 3.104
C: 4.128 -7.082 2.902
Cl: 2.829 -6.367 3.882
H: 5.651 -6.184 4.154
H: 6.240 -6.991 2.680
H: 4.214 -8.138 3.151
H: 3.838 -7.009 1.855
Cl: 8.133 -5.703 -0.494
C: 8.921 -6.571 0.839
C: 9.602 -7.835 0.419
Cl: 10.617 -7.666 -1.041
H: 8.166 -6.803 1.581
H: 9.620 -5.893 1.322
H: 8.912 -8.662 0.263
H: 10.271 -8.153 1.218

***

Formula: C29H31BCeF3N5S3SeSi
Source: OMol25
Level of theory: ωB97M-V/def2-TZVPD

Output
Lowest unoccupied orbital energy ... -1.66 eV
E_tot ... -6082.5856 a.u.
Kohn-Sham gap ... 6.089 eV
ΔE to the lowest compared entry with this formula, charge and spin ... 35.0 kJ/mol
Max |F| ... 0.053 Eh/bohr

Geometry (Å):
Ce: 16.106 12.016 9.534
S: 16.845 13.370 14.101
C: 16.844 11.664 14.143
C: 16.727 11.089 12.900
C: 16.695 12.058 11.843
C: 16.861 13.354 12.352
C: 17.062 14.528 11.499
C: 17.424 15.799 11.962
C: 17.509 16.856 11.064
C: 17.251 16.622 9.708
C: 16.966 15.339 9.295
N: 16.861 14.335 10.147
H: 16.846 11.142 15.097
H: 16.715 10.017 12.662
H: 17.587 15.950 13.026
H: 17.739 17.845 11.380
H: 17.261 17.390 8.946
H: 16.845 15.080 8.256
C: 17.019 9.571 6.059
N: 16.159 8.617 6.705
C: 15.203 7.827 6.098
C: 14.602 7.103 7.049
N: 15.151 7.424 8.323
B: 14.755 6.783 9.695
N: 14.272 7.897 10.690
C: 14.177 7.529 12.034
C: 13.755 8.568 12.756
N: 13.630 9.645 11.899
C: 13.033 10.918 12.250
C: 13.908 9.207 10.607
S: 13.582 10.139 9.245
C: 16.075 8.410 8.079
S: 17.032 9.146 9.221
H: 17.504 9.109 5.141
H: 17.761 9.884 6.820
H: 16.410 10.461 5.805
H: 15.052 7.845 5.023
H: 13.847 6.328 7.000
H: 15.656 6.082 10.117
H: 13.911 5.936 9.483
H: 14.402 6.520 12.371
H: 13.574 8.670 13.837
H: 13.494 11.308 13.181
H: 11.970 10.803 12.483
H: 13.115 11.616 11.418
F: 7.573 15.127 10.667
C: 8.360 15.975 9.957
F: 8.514 17.090 10.712
F: 7.601 16.377 8.893
C: 9.655 15.327 9.646
C: 9.892 13.985 9.949
C: 11.091 13.398 9.569
C: 12.111 14.187 9.021
C: 11.873 15.557 8.718
C: 10.670 16.105 9.047
C: 13.360 13.645 8.667
C: 14.460 13.129 8.431
H: 9.127 13.385 10.438
H: 11.263 12.332 9.696
H: 12.627 16.154 8.261
H: 10.465 17.149 8.825
C: 21.263 13.673 9.263
Si: 20.402 12.050 8.860
C: 21.326 10.995 7.605
C: 20.206 11.005 10.431
Se: 18.494 12.586 7.753
H: 22.219 13.513 9.804
H: 20.615 14.327 9.892
H: 21.440 14.206 8.325
H: 22.305 10.613 7.946
H: 21.453 11.590 6.671
H: 20.691 10.113 7.357
H: 21.046 11.082 11.115
H: 19.990 9.945 10.150
H: 19.359 11.381 11.029